(1)
Molecular formula: C4H3NS
Method: DFT, ωB97M-V/def2-TZVPD

Geometry (Å):
S (0.55806, -1.50963, -1.07172)
C (0.12973, -0.23980, -0.21344)
C (0.33917, -0.04998, 1.24066)
C (-0.25123, 1.11439, 1.56860)
C (-0.85447, 1.62496, 0.31812)
N (-0.64866, 0.87101, -0.70354)
H (1.01606, -0.73274, 1.77205)
H (-0.18883, 1.56201, 2.58354)
H (-1.39472, 2.53024, 0.23307)

## Properties
HOMO-LUMO gap ... 7.5 eV
Charge ... 0
Structure (SMILES) ... S=C1C=CC=N1

Table of Löwdin atomic charges, one value per atom, all in e: atom 1 (S): 0.8088, atom 2 (C): -0.8729, atom 3 (C): -0.1159, atom 4 (C): -0.0484, atom 5 (C): -0.1312, atom 6 (N): 0.0373, atom 7 (H): 0.1093, atom 8 (H): 0.1137, atom 9 (H): 0.0992


(2)
Molecular formula: C4H3NS
Method: DFT, ωB97M-V/def2-TZVPD

Geometry (Å):
C (-1.71281, 0.69509, 2.80149)
C (-2.59915, 1.52201, 3.12717)
C (-0.09403, -0.59664, 1.46240)
C (0.05275, -0.07331, 0.09127)
N (-0.92739, -0.09245, 2.25502)
S (0.75888, -2.00381, 2.05517)
H (-1.02010, -0.30466, -0.17376)
H (0.70376, -0.69992, -0.54337)
H (0.13362, 1.01557, 0.01093)

## Properties
HOMO-LUMO gap (alpha / beta) ... 5.9 / 6.4 eV
Charge ... 0

Table of Löwdin atomic charges, one value per atom, all in e: atom 1 (C): -0.2225, atom 2 (C): 0.1321, atom 3 (C): -0.8486, atom 4 (C): -0.0750, atom 5 (N): 0.0761, atom 6 (S): 0.6419, atom 7 (H): 0.1136, atom 8 (H): 0.0878, atom 9 (H): 0.0946


Most stable structure, least stable structure: (1), (2).


(1)
Molecular formula: C4H7N3
Method: DFT, ωB97M-V/def2-TZVPD

Geometry (Å):
C (0.59910, 1.21345, -1.66241)
C (-0.27995, 1.06628, -0.42177)
C (-0.08937, -0.23067, 0.31036)
C (-0.89116, -0.82402, 1.25524)
N (-0.18000, -1.90396, 1.65176)
N (0.98126, -1.99311, 1.00167)
N (1.04035, -0.98500, 0.18995)
H (0.54067, 2.23709, -2.04604)
H (1.64216, 0.98941, -1.42514)
H (0.28842, 0.53108, -2.45972)
H (-0.05030, 1.88017, 0.27764)
H (-1.33750, 1.18511, -0.68684)
H (-1.85964, -0.57312, 1.66195)
H (-0.40404, -2.59270, 2.35336)

## Properties
HOMO-LUMO gap ... 10.3 eV
Charge ... 0
Structure (SMILES) ... CCc1c[nH]nn1

Table of Löwdin atomic charges, one value per atom, all in e: atom 1 (C): -0.1184, atom 2 (C): -0.2132, atom 3 (C): -0.3101, atom 4 (C): -0.0526, atom 5 (N): -0.0188, atom 6 (N): -0.0188, atom 7 (N): 0.0406, atom 8 (H): 0.0686, atom 9 (H): 0.0651, atom 10 (H): 0.0742, atom 11 (H): 0.1101, atom 12 (H): 0.1087, atom 13 (H): 0.1167, atom 14 (H): 0.1477


(2)
Molecular formula: C4H7N3
Method: DFT, ωB97M-V/def2-TZVPD

Geometry (Å):
C (2.20061, 0.10261, 0.27856)
N (1.23034, 0.09004, -0.79588)
C (-0.11476, 0.03466, -0.45897)
C (-0.69681, -0.56853, 0.68575)
C (-2.04987, -0.38580, 0.51165)
N (-2.20425, 0.27679, -0.65100)
N (-1.03290, 0.55663, -1.26181)
H (2.32859, -0.91050, 0.67252)
H (3.16746, 0.43195, -0.11318)
H (1.92489, 0.76876, 1.11239)
H (1.40081, 0.76459, -1.52641)
H (-0.19933, -1.07185, 1.50140)
H (-2.89392, -0.67828, 1.12163)
H (-3.06087, 0.58893, -1.07663)

## Properties
HOMO-LUMO gap ... 9.1 eV
Charge ... 0
Structure (SMILES) ... CNc1cc[nH]n1

Table of Löwdin atomic charges, one value per atom, all in e: atom 1 (C): -0.1234, atom 2 (N): -0.0421, atom 3 (C): -0.3963, atom 4 (C): -0.0360, atom 5 (C): -0.1185, atom 6 (N): -0.0527, atom 7 (N): 0.0681, atom 8 (H): 0.0761, atom 9 (H): 0.0791, atom 10 (H): 0.0832, atom 11 (H): 0.1153, atom 12 (H): 0.0924, atom 13 (H): 0.1108, atom 14 (H): 0.1438


(3)
Molecular formula: C4H7N3
Method: DFT, ωB97M-V/def2-TZVPD

Geometry (Å):
N (-1.86534, 1.26836, -0.42786)
C (-1.18111, 0.24159, -0.31490)
C (-0.96394, -1.01269, 0.09546)
C (0.45588, -1.52140, 0.00012)
N (1.08671, -0.55975, -0.87568)
C (1.01835, 0.68822, -0.46949)
N (1.24300, 1.13569, 0.83732)
H (-2.60788, 1.25902, -1.12154)
H (-1.74044, -1.63122, 0.52455)
H (0.46476, -2.49622, -0.49712)
H (0.93695, -1.59420, 0.98599)
H (1.28280, 1.42821, -1.21770)
H (1.18147, 2.13657, 0.94677)
H (0.68879, 0.65782, 1.53407)

## Properties
HOMO-LUMO gap ... 9.0 eV
Charge ... 0
Structure (SMILES) ... N=C=CC/N=C\N

Table of Löwdin atomic charges, one value per atom, all in e: atom 1 (N): 0.1483, atom 2 (C): -0.2545, atom 3 (C): -0.0858, atom 4 (C): -0.2601, atom 5 (N): 0.0190, atom 6 (C): -0.3285, atom 7 (N): 0.0933, atom 8 (H): 0.0745, atom 9 (H): 0.1003, atom 10 (H): 0.1023, atom 11 (H): 0.1040, atom 12 (H): 0.1170, atom 13 (H): 0.0861, atom 14 (H): 0.0841


Most stable structure, least stable structure: (2), (3).


(1)
Molecular formula: C4H7N3
Method: DFT, ωB97M-V/def2-TZVPD

Geometry (Å):
C (3.33477, 0.05459, -0.15463)
N (2.18925, 0.01445, 0.34465)
N (1.26699, -0.49080, -0.49055)
C (0.17067, -0.17930, 0.11003)
N (-1.07383, -0.20428, -0.69960)
C (-2.00591, 0.78352, -0.09625)
C (-2.15375, -0.71304, 0.17220)
H (3.60297, -0.23147, -1.11283)
H (4.23296, 0.34994, 0.30260)
H (-0.00755, 0.09336, 1.06022)
H (-1.68385, 1.55649, 0.44053)
H (-2.63562, 1.05474, -1.07484)
H (-2.09061, -0.79225, 1.16734)
H (-3.14646, -1.29595, 0.03114)

## Properties
HOMO-LUMO gap ... 10.3 eV
Charge ... 0
Structure (SMILES) ... C=N/N=C/N1CC1

Table of Löwdin atomic charges, one value per atom, all in e: atom 1 (C): -0.0316, atom 2 (N): -0.0989, atom 3 (N): 0.0421, atom 4 (C): -0.1345, atom 5 (N): -0.0504, atom 6 (C): -0.1241, atom 7 (C): -0.1532, atom 8 (H): 0.0461, atom 9 (H): 0.0505, atom 10 (H): 0.0842, atom 11 (H): 0.0491, atom 12 (H): 0.1452, atom 13 (H): 0.0372, atom 14 (H): 0.1383


(2)
Molecular formula: C4H7N3
Method: DFT, ωB97M-V/def2-TZVPD

Geometry (Å):
N (-0.21147, -1.10875, -2.38843)
C (0.50757, -0.45792, -1.48351)
C (0.59588, 1.33923, 0.10072)
C (-0.09243, 0.88304, 1.10848)
N (-0.90714, 1.23434, 2.15090)
C (0.71098, -0.30661, 0.85476)
N (0.58203, -1.09335, -0.28397)
H (-0.85664, -1.85794, -2.17020)
H (-0.26535, -0.78799, -3.33572)
H (1.00157, 2.21228, -0.38700)
H (-1.57433, 0.51530, 2.41304)
H (-1.34629, 2.14200, 2.03469)
H (1.46686, -0.62418, 1.57184)
H (0.38875, -2.08945, -0.18562)

## Properties
HOMO-LUMO gap ... 8.1 eV
Charge ... 0

Table of Löwdin atomic charges, one value per atom, all in e: atom 1 (N): 0.0445, atom 2 (C): -0.2139, atom 3 (C): 0.0898, atom 4 (C): -0.4461, atom 5 (N): 0.0944, atom 6 (C): -0.1465, atom 7 (N): -0.0762, atom 8 (H): 0.0839, atom 9 (H): 0.0750, atom 10 (H): 0.0724, atom 11 (H): 0.0869, atom 12 (H): 0.0911, atom 13 (H): 0.1154, atom 14 (H): 0.1294


(3)
Molecular formula: C4H7N3
Method: DFT, ωB97M-V/def2-TZVPD

Geometry (Å):
H (3.30096, -0.31291, -0.02468)
N (2.54546, -0.53508, 0.61776)
C (1.41971, -0.46370, 0.02002)
C (1.31883, -0.09641, -1.39692)
N (1.28935, 0.24562, -2.50113)
N (0.22813, -0.70565, 0.63413)
C (-1.05529, -0.45309, -0.00545)
C (-1.31359, 1.01625, -0.35056)
H (0.28850, -0.77619, 1.63848)
H (-1.11429, -1.07264, -0.90789)
H (-1.82870, -0.82680, 0.67172)
H (-2.18965, 1.09300, -1.00185)
H (-0.47477, 1.46472, -0.89106)
H (-1.48083, 1.61510, 0.54940)

## Properties
HOMO-LUMO gap ... 10.2 eV
Charge ... 0
Structure (SMILES) ... [H]/N=C(\C#N)NCC

Table of Löwdin atomic charges, one value per atom, all in e: atom 1 (H): 0.0529, atom 2 (N): 0.1312, atom 3 (C): -0.4656, atom 4 (C): -0.1586, atom 5 (N): 0.1800, atom 6 (N): 0.0222, atom 7 (C): -0.2475, atom 8 (C): -0.0891, atom 9 (H): 0.1409, atom 10 (H): 0.1123, atom 11 (H): 0.1159, atom 12 (H): 0.0781, atom 13 (H): 0.0528, atom 14 (H): 0.0745


(4)
Molecular formula: C4H7N3
Method: DFT, ωB97M-V/def2-TZVPD

Geometry (Å):
C (0.64789, 0.40170, 0.75692)
C (-0.77880, 0.28149, 0.29964)
C (1.50229, 0.62762, -0.46979)
C (-0.68439, -0.86078, -0.67294)
N (1.26250, 0.85229, -1.72446)
N (0.28110, 0.46587, -2.44426)
N (-0.47877, -0.51860, -1.97837)
H (1.02452, 1.12888, 1.42346)
H (1.01259, -0.60949, 1.29187)
H (-1.59492, -0.01009, 1.09505)
H (-0.95863, 1.19560, -0.13345)
H (2.57846, 0.88304, -0.33307)
H (-0.76065, -1.86784, -0.22667)
H (-0.71776, -1.02947, -2.81375)

## Properties
HOMO-LUMO gap ... 7.7 eV
Charge ... 0

Table of Löwdin atomic charges, one value per atom, all in e: atom 1 (C): -0.2363, atom 2 (C): -0.2014, atom 3 (C): -0.1585, atom 4 (C): -0.0812, atom 5 (N): -0.0459, atom 6 (N): -0.0640, atom 7 (N): -0.0310, atom 8 (H): 0.0741, atom 9 (H): 0.1454, atom 10 (H): 0.1497, atom 11 (H): 0.0813, atom 12 (H): 0.1060, atom 13 (H): 0.1208, atom 14 (H): 0.1410


Most stable structure, least stable structure: (3), (1).


(1)
Molecular formula: C4H7N3
Method: DFT, ωB97M-V/def2-TZVPD

Geometry (Å):
N (-1.54519, -0.02327, -2.76477)
C (-0.63153, 0.09886, -1.96867)
C (0.17329, 0.15759, -0.97468)
N (0.90798, 1.40202, -0.70191)
N (0.16737, 2.19967, 0.24870)
H (-1.36149, -0.22692, -3.73341)
H (0.30130, -0.63353, -0.26374)
H (0.89710, 2.01470, -1.49586)
H (-0.75068, 1.95348, 0.20125)
H (0.62131, 2.00711, 1.22405)
C (0.06871, -2.06033, 3.05086)
C (0.48493, -2.47850, 2.03512)
H (-0.46401, -1.47963, 3.75423)
H (1.13091, -2.93126, 1.38884)

## Properties
HOMO-LUMO gap ... 9.3 eV
Charge ... 0
Structure (SMILES) ... N=C=CNN.C#C

Table of Löwdin atomic charges, one value per atom, all in e: atom 1 (N): 0.1506, atom 2 (C): -0.2000, atom 3 (C): -0.1531, atom 4 (N): -0.1255, atom 5 (N): -0.0303, atom 6 (H): 0.0642, atom 7 (H): 0.0804, atom 8 (H): 0.0795, atom 9 (H): 0.0078, atom 10 (H): 0.1164, atom 11 (C): 0.0051, atom 12 (C): -0.0107, atom 13 (H): 0.0175, atom 14 (H): -0.0020


(2)
Molecular formula: C4H7N3
Method: DFT, ωB97M-V/def2-TZVPD

Geometry (Å):
C (-2.17464, 0.20315, -0.41155)
C (-0.87904, -0.38847, 0.03923)
N (-0.78687, -1.61839, 0.43443)
N (0.48390, -1.80323, 0.95826)
N (1.06614, -0.69834, 1.13258)
C (0.39358, 0.30521, 0.36396)
C (2.02552, 0.35662, -0.30201)
H (-2.93087, -0.58700, -0.42865)
H (-2.51194, 1.00865, 0.25816)
H (-2.04775, 0.61790, -1.41260)
H (0.27109, 1.35096, 0.64197)
H (2.52626, -0.59647, -0.52808)
H (2.64634, 0.88900, 0.44094)
H (1.91829, 0.96042, -1.18663)

## Properties
HOMO-LUMO gap ... 10.1 eV
Charge ... 0
Structure (SMILES) ... CC1=NN=N[C@H]1C

Table of Löwdin atomic charges, one value per atom, all in e: atom 1 (C): -0.0401, atom 2 (C): -0.3300, atom 3 (N): 0.0736, atom 4 (N): -0.0276, atom 5 (N): -0.0673, atom 6 (C): -0.1929, atom 7 (C): -0.0039, atom 8 (H): 0.0804, atom 9 (H): 0.0850, atom 10 (H): 0.0778, atom 11 (H): 0.1371, atom 12 (H): 0.0784, atom 13 (H): 0.0806, atom 14 (H): 0.0490


Most stable structure, least stable structure: (2), (1).


(1)
Molecular formula: C4H7N3
Method: DFT, ωB97M-V/def2-TZVPD

Geometry (Å):
N (0.27719, 1.96980, 1.20702)
C (0.17675, 0.71373, 0.44125)
C (-1.03953, 0.21782, 0.11508)
C (-0.61367, -1.00430, -0.54642)
N (-1.52614, -1.96183, -1.06157)
C (0.75569, -1.13695, -0.55012)
N (1.29189, -0.03778, 0.11678)
H (0.75014, 2.74581, 0.73204)
H (0.66873, 1.87723, 2.15006)
H (-0.73297, 2.17771, 1.27874)
H (-1.24773, -2.31261, -1.97075)
H (-2.43733, -1.52622, -1.14314)
H (1.40575, -1.90751, -0.94749)
H (2.27124, 0.18510, 0.17852)

## Properties
HOMO-LUMO gap ... 6.8 eV
Charge ... 0

Table of Löwdin atomic charges, one value per atom, all in e: atom 1 (N): 0.1872, atom 2 (C): -0.4652, atom 3 (C): -0.0428, atom 4 (C): -0.4145, atom 5 (N): 0.0398, atom 6 (C): -0.1139, atom 7 (N): 0.0166, atom 8 (H): 0.1538, atom 9 (H): 0.1549, atom 10 (H): 0.1362, atom 11 (H): 0.0661, atom 12 (H): 0.0588, atom 13 (H): 0.0975, atom 14 (H): 0.1252


(2)
Molecular formula: C4H7N3
Method: DFT, ωB97M-V/def2-TZVPD

Geometry (Å):
H (3.41080, 0.18296, 1.07409)
N (2.66297, 0.23506, 0.38257)
C (1.88533, -0.75970, 0.50650)
C (0.72901, -0.96401, -0.41657)
N (0.74625, -0.21061, -1.74709)
C (-0.10481, 0.12102, -0.88154)
N (-1.08534, 0.99817, -0.59911)
C (-2.12087, 0.64535, 0.35577)
H (2.02151, -1.54148, 1.27060)
H (0.34995, -1.98777, -0.43472)
H (-1.34309, 1.60677, -1.36479)
H (-1.65698, 0.14177, 1.20788)
H (-2.61119, 1.55075, 0.71766)
H (-2.88355, -0.01827, -0.07126)

## Properties
HOMO-LUMO gap ... 10.1 eV
Charge ... 0
Structure (SMILES) ... [H]/N=C/[C@@H]1N=C1NC

Table of Löwdin atomic charges, one value per atom, all in e: atom 1 (H): 0.0426, atom 2 (N): 0.0967, atom 3 (C): -0.2341, atom 4 (C): -0.2265, atom 5 (N): 0.1935, atom 6 (C): -0.4001, atom 7 (N): 0.0081, atom 8 (C): -0.0832, atom 9 (H): 0.1026, atom 10 (H): 0.1098, atom 11 (H): 0.1405, atom 12 (H): 0.0872, atom 13 (H): 0.0805, atom 14 (H): 0.0823


Most stable structure, least stable structure: (2), (1).


(1)
Molecular formula: C4H4N2
Method: DFT, ωB97M-V/def2-TZVPD

Geometry (Å):
C (0.74828, 0.91108, -0.05584)
C (-0.61411, 0.89751, 0.24445)
C (-1.23753, -0.35179, 0.33605)
N (-0.73855, -1.43712, -0.23890)
N (0.57649, -1.44304, -0.36093)
C (1.31572, -0.37518, -0.06187)
H (1.35600, 1.79141, -0.28104)
H (-1.55816, 0.99771, -0.41693)
H (-2.22372, -0.39975, 0.79273)
H (2.37558, -0.59082, 0.04228)

## Properties
HOMO-LUMO gap ... 9.3 eV
Charge ... 0
Structure (SMILES) ... c1ccnnc1

Table of Löwdin atomic charges, one value per atom, all in e: atom 1 (C): -0.0672, atom 2 (C): -0.0850, atom 3 (C): -0.2145, atom 4 (N): 0.0246, atom 5 (N): 0.0174, atom 6 (C): -0.1493, atom 7 (H): 0.1021, atom 8 (H): 0.1546, atom 9 (H): 0.1124, atom 10 (H): 0.1049


(2)
Molecular formula: C4H4N2
Method: DFT, ωB97M-V/def2-TZVPD

Geometry (Å):
C (-0.03993, 0.92241, -1.15169)
C (0.69071, 1.54864, -0.28325)
C (-1.05820, -0.03919, -1.32636)
C (-0.91199, -0.61575, -0.10881)
N (0.00700, 0.30979, 0.56642)
N (1.05196, -0.25466, 1.33825)
H (-1.57849, -0.31773, -2.13421)
H (-1.44914, -1.39113, 0.32817)
H (1.75933, -0.62043, 0.82175)
H (1.52875, 0.45804, 1.94973)

## Properties
HOMO-LUMO gap ... 9.2 eV
Charge ... 0

Table of Löwdin atomic charges, one value per atom, all in e: atom 1 (C): -0.0820, atom 2 (C): 0.0285, atom 3 (C): -0.0502, atom 4 (C): -0.0561, atom 5 (N): -0.1843, atom 6 (N): 0.0414, atom 7 (H): 0.0600, atom 8 (H): 0.0930, atom 9 (H): 0.0343, atom 10 (H): 0.1154


Most stable structure, least stable structure: (1), (2).